{"formula": "C20H27FeN4Se3Te2", "method": "ωB97M-V with the def2-TZVPD basis set", "elements": ["Fe", "N", "C", "C", "N", "C", "C", "N", "H", "H", "H", "H", "H", "H", "H", "H", "H", "H", "H", "H", "H", "Se", "Se", "Te", "Se", "C", "C", "C", "C", "C", "C", "C", "C", "N", "H", "H", "H", "H", "H", "H", "C", "Te", "C", "C", "C", "C", "C", "C", "C", "H", "H", "H", "H", "H", "H", "H", "H"], "xyz": [[-0.7723, 2.4048, -0.7806], [1.6275, -0.8652, -0.7182], [1.3042, -0.6366, 0.6827], [-0.1504, -0.1202, 0.8295], [-0.3823, 1.3620, 1.0588], [-1.5685, 1.5470, 2.0155], [-2.9448, 1.2991, 1.3383], [-2.7698, 1.3612, -0.1314], [2.5094, -1.3969, -0.6844], [1.7895, 0.0428, -1.1923], [2.0290, 0.0183, 1.2162], [1.2741, -1.6653, 1.1937], [-0.5565, -0.6173, 1.7039], [-0.7801, -0.4540, -0.0467], [0.4338, 1.7380, 1.5613], [-1.4819, 2.5820, 2.3447], [-1.4381, 0.8790, 2.8953], [-3.6248, 2.0722, 1.6719], [-3.3763, 0.3021, 1.5820], [-3.4796, 1.9356, -0.6312], [-2.6963, 0.4889, -0.5936], [-2.3808, 4.3714, -0.7106], [-2.2569, 3.8093, -2.9353], [-0.6195, 1.3584, -3.1845], [1.7638, 1.4838, -3.4400], [1.0119, 3.5587, -0.6141], [1.5059, 4.1445, 0.5753], [0.9467, 5.3800, 1.0089], [1.2587, 6.0143, 2.2236], [2.1292, 5.3749, 3.0834], [2.9600, 4.3388, 2.5599], [2.6055, 3.7197, 1.3917], [2.2708, 5.8386, 4.4431], [2.3401, 6.1516, 5.5582], [1.6700, 2.8203, -1.0940], [0.5149, 4.2633, -1.3288], [0.0502, 5.7586, 0.4643], [0.7405, 6.9074, 2.5508], [3.8252, 4.0232, 3.1642], [3.2164, 2.9376, 0.9565], [-1.3386, -4.0817, -3.0907], [-0.1925, -2.4153, -2.2759], [1.0896, -4.1448, -1.5509], [0.1956, -5.3642, -1.5960], [0.5286, -6.4886, -0.8251], [-0.3430, -7.4947, -0.6680], [-1.5595, -7.5029, -1.4084], [-1.9075, -6.4398, -2.2099], [-1.0713, -5.3128, -2.2750], [-1.0140, -4.1500, -4.1745], [-2.3686, -3.7241, -2.9475], [1.3375, -3.8301, -0.5121], [1.9226, -4.1187, -2.2796], [1.4811, -6.4634, -0.2635], [-0.1497, -8.2077, 0.1237], [-2.2355, -8.3658, -1.3640], [-2.8732, -6.4271, -2.6703]], "forces_ev_per_angstrom": [[-0.3, 0.0, 1.5], [1.1, 0.1, 0.5], [-1.2, -0.8, 0.5], [-0.6, 0.3, -0.1], [-0.4, -1.0, 0.9], [1.0, -0.3, -0.4], [0.8, -0.9, -0.9], [-0.5, 1.8, -0.5], [-0.4, 0.5, -0.7], [0.1, -0.6, -0.2], [-0.4, -0.3, -0.1], [0.3, 1.4, -0.6], [-0.2, -0.2, 0.3], [0.9, 0.4, 0.8], [-0.4, -0.1, -0.3], [-0.2, 0.0, 0.0], [-0.1, 0.4, -0.4], [-0.2, 0.1, -0.1], [0.4, 0.7, 0.2], [0.7, -0.7, 0.7], [-0.1, -1.1, -0.2], [0.0, 0.4, -0.6], [-0.8, 1.1, 0.6], [-0.2, -0.7, 0.0], [1.1, -0.3, -0.3], [-0.6, -0.9, -1.6], [0.0, 1.9, 1.4], [-1.3, 0.5, 0.4], [-0.9, -1.2, -0.9], [1.6, 0.2, 0.3], [-0.7, 0.1, 1.3], [0.0, -0.3, -1.3], [0.3, 0.0, 0.4], [0.0, -0.2, -0.9], [-0.1, 0.4, 0.0], [1.0, -0.4, 0.5], [1.1, -0.1, 0.1], [-0.1, -0.1, -0.1], [-0.5, 0.0, -0.4], [0.2, -0.2, 0.3], [-0.1, 0.7, -0.6], [0.5, -1.3, 0.3], [-0.8, 1.5, -0.4], [-1.0, 0.3, -0.3], [1.4, 2.1, 0.0], [-2.1, -1.4, -0.2], [0.6, -0.8, 0.7], [0.7, 0.7, 0.5], [2.0, -0.2, 0.2], [-0.8, -0.2, 1.2], [0.1, -0.4, -0.6], [0.3, -0.5, -0.9], [-0.2, -0.3, 0.8], [-0.6, -0.1, -0.3], [-0.1, -0.5, -0.4], [0.3, 0.4, 0.2], [-0.3, 0.0, -0.5]], "charge": -1, "orbital_gap_ev": [5.2388, 4.6905], "homo_energy_ev": [-3.16, -3.73], "relative_energy_kcal_mol": 27.9, "spin_multiplicity": 5, "lumo_energy_ha": [0.0764, 0.0353]}